Record 1
C4H7N3S | the ωB97M-V functional and the def2-TZVPD basis

The geometry in XYZ format:
```
15
Properties=species:S:1:pos:R:3:forces:R:3:mulliken_charge:R:1
C -3.002 -0.050 -0.097 -0.03 0.97 0.04 -0.842
C -1.588 -0.613 0.105 -1.21 0.15 1.21 0.068
C 1.660 0.073 0.045 -1.80 -0.75 -1.13 0.471
C 2.865 -0.765 -0.093 0.77 0.10 0.26 -0.171
H -2.979 1.050 -0.529 -0.08 -2.48 0.64 0.246
H -3.621 -0.776 -0.703 0.74 0.98 0.27 0.257
H -3.545 -0.016 0.890 0.64 0.05 -0.79 0.256
H -1.534 -1.589 0.726 0.21 1.31 -1.44 0.335
H 0.751 1.997 0.103 0.43 -1.34 -0.14 0.246
H 2.415 1.963 0.148 1.16 0.15 0.06 0.195
H 2.511 -1.818 -0.273 0.78 1.00 0.27 0.300
N -0.547 0.062 -0.215 -1.34 -1.29 -0.05 -0.399
N 0.593 -0.699 -0.067 1.42 1.19 0.48 -0.337
N 1.601 1.429 -0.007 -0.37 0.41 0.40 -0.388
S 4.420 -0.247 -0.034 -1.32 -0.46 -0.09 -0.239
```
Forces are in eV/Å.

Results
**Spin multiplicity**: 1
**HOMO-LUMO gap**: 7.75 eV
**SMILES**: C/C=N/N=C(\N)C=S
**F_max**: 2.56 eV Å⁻¹
**ΔE to the lowest compared entry with this formula, charge and spin**: 66.2 kcal per mole
**E_LUMO**: -0.96 eV
**HOMO level**: -0.3201 Ha

---

Record 2
C4H7N3S | the ωB97M-V functional and the def2-TZVPD basis

The geometry in XYZ format:
```
15
Properties=species:S:1:pos:R:3:forces:R:3:mulliken_charge:R:1
C -0.468 -1.840 0.432 -0.02 -0.39 0.59 -0.495
C -1.729 -1.525 -0.160 0.59 1.30 1.41 -0.305
C 0.146 -0.604 0.385 4.48 1.57 -0.04 0.244
C -0.490 1.744 -0.374 0.95 -2.01 -1.28 -1.145
N -1.833 -0.236 -0.408 -0.12 0.40 -1.70 -0.895
N -0.616 0.314 -0.237 -1.27 -0.96 1.78 0.716
N 1.853 -0.032 0.794 -5.49 -2.31 1.01 -0.406
S 2.826 0.161 -0.514 1.03 -0.58 -1.72 -0.070
H -0.162 -2.774 0.985 -0.24 1.34 -1.09 0.288
H -2.680 -1.965 -0.174 -0.71 -1.47 -0.10 0.455
H -1.367 2.264 -0.276 -2.67 0.53 -0.29 0.385
H 0.069 2.169 0.359 2.23 0.71 2.29 0.474
H -0.022 1.898 -1.307 0.37 0.71 -1.18 0.351
H 2.024 -0.966 1.115 0.75 -0.39 0.87 0.311
H 2.450 1.392 -0.619 0.13 1.53 -0.54 0.092
```
Forces are in eV/Å.

Results
**Spin multiplicity**: 1
**HOMO-LUMO gap**: 9.39 eV
**F_max**: 6.05 eV Å⁻¹
**ΔE to the lowest compared entry with this formula, charge and spin**: 103.2 kcal per mole
**E_LUMO**: 0.66 eV
**HOMO level**: -0.3208 Ha

---

Record 3
C4H7N3S | the ωB97M-V functional and the def2-TZVPD basis

The geometry in XYZ format:
```
15
Properties=species:S:1:pos:R:3:forces:R:3:mulliken_charge:R:1
C 2.507 -0.734 -0.220 -0.31 -0.90 2.52 -0.478
C 1.328 -0.013 -0.438 0.58 -0.06 2.61 -0.366
C 2.613 -1.057 1.126 2.30 -0.47 -0.31 -0.337
C 0.725 0.317 0.732 0.22 -0.10 1.23 -0.369
N -3.351 1.037 -0.118 2.28 -0.84 2.89 -0.219
N -1.610 -0.139 -0.960 -2.15 1.73 -1.29 -0.241
N -2.701 0.529 -1.128 1.18 -1.13 -2.08 -0.243
S 1.481 -0.357 2.203 -0.33 0.53 -2.90 -0.116
H 3.196 -1.033 -0.966 0.47 -0.38 -0.45 0.393
H 0.953 0.153 -1.370 -0.97 0.95 -2.23 0.499
H 3.472 -1.584 1.562 -0.51 0.12 -0.25 0.361
H -4.295 1.342 -0.156 -0.40 0.06 -0.87 0.233
H -2.957 0.887 0.837 -0.47 0.01 -0.94 0.221
H -0.100 0.953 0.873 -0.95 0.35 -0.01 0.413
H -1.261 -0.302 -1.977 -0.93 0.13 2.08 0.250
```
Forces are in eV/Å.

Results
**Spin multiplicity**: 1
**HOMO-LUMO gap**: 9.09 eV
**SMILES**: [H]/N=N/N.c1ccsc1
**F_max**: 3.78 eV Å⁻¹
**ΔE to the lowest compared entry with this formula, charge and spin**: 85.5 kcal per mole
**E_LUMO**: 0.78 eV
**HOMO level**: -0.3056 Ha

---

Record 4
C4H7N3S | the ωB97M-V functional and the def2-TZVPD basis

The geometry in XYZ format:
```
15
Properties=species:S:1:pos:R:3:forces:R:3:mulliken_charge:R:1
C 0.989 1.202 -0.119 -0.26 -0.48 0.54 0.240
C 0.129 0.108 0.518 0.40 0.43 -0.06 0.390
C -1.274 -0.798 -1.304 0.49 -1.17 -1.61 -0.328
C -1.422 -1.661 -0.100 -0.60 -1.05 0.66 -0.416
H 2.818 2.059 0.132 -0.54 -0.53 0.30 0.218
H 2.498 0.727 1.172 0.37 -1.05 1.02 0.228
H 0.260 0.879 2.209 0.16 0.58 0.44 0.294
H -1.758 0.148 -1.296 -0.55 0.49 -0.20 0.309
H -1.074 -1.264 -2.326 -0.29 0.78 1.54 0.185
H -2.078 -1.277 0.718 0.68 -0.44 -0.75 0.235
H -1.336 -2.792 -0.168 -0.11 1.65 0.02 0.226
N 2.168 1.354 0.500 0.22 1.66 -1.46 -0.363
N -0.173 0.098 1.754 -0.11 -0.53 -0.63 -0.655
N -0.204 -0.917 -0.343 0.17 -0.42 0.38 -0.226
S 0.457 2.134 -1.347 -0.03 0.09 -0.17 -0.338
```
Forces are in eV/Å.

Results
**Spin multiplicity**: 1
**HOMO-LUMO gap**: 9.07 eV
**SMILES**: [H]/N=C(\C(N)=S)N1CC1
**F_max**: 2.22 eV Å⁻¹
**ΔE to the lowest compared entry with this formula, charge and spin**: 50.1 kcal per mole
**E_LUMO**: 0.40 eV
**HOMO level**: -0.3185 Ha